Entry 1:
The following is a quantum chemistry calculation of C35H29CoIN6OP as an isolated structure, from the OMol25 dataset.

```
74
Properties=species:S:1:pos:R:3:forces:R:3:lowdin_spin:R:1
Co 0.213949 0.669124 -1.193710 -0.5122 0.2120 -0.2570 2.672
O 2.974654 0.777684 -2.441927 -0.3092 0.1270 0.1397 0.002
N 2.422066 0.820050 -1.156036 0.2810 -0.3226 -0.1730 0.040
C 3.320656 0.565465 -0.296219 -0.2083 0.1486 0.3510 0.003
C 3.173361 0.560210 1.181314 0.1186 -0.0217 -0.5540 0.000
C 4.396434 0.505737 1.849972 0.0902 -0.0325 0.1555 0.000
C 4.466198 0.471511 3.232480 0.0017 0.0013 -0.0745 0.000
C 3.294901 0.472475 3.971875 -0.0152 -0.0039 0.0102 0.000
C 2.074381 0.514039 3.316699 -0.0454 -0.0519 0.0694 0.001
C 1.987514 0.568730 1.927324 -0.1038 0.0281 0.0572 0.002
P 0.314977 0.603311 1.195147 0.2095 0.1100 0.1792 0.034
C -0.459426 2.105339 1.886247 -0.0802 -0.0269 -0.0695 0.007
C 0.280671 3.118863 2.488746 0.0873 0.0627 0.0178 0.004
C -0.333713 4.300612 2.890180 -0.0111 -0.0669 -0.0209 0.000
C -1.694373 4.479309 2.696364 0.0022 -0.0108 -0.0146 0.004
C -2.442795 3.474405 2.093478 0.0322 -0.0229 -0.0004 -0.001
C -1.831162 2.299921 1.682575 0.0275 -0.0033 0.0536 0.004
C -0.508934 -0.818947 1.972148 -0.0220 -0.0233 -0.0194 0.007
C -1.417709 -0.715047 3.021576 -0.0429 -0.0280 0.0671 0.003
C -1.980249 -1.861852 3.571331 0.0399 0.0509 -0.0513 0.000
C -1.634906 -3.112229 3.079605 0.0041 0.0008 -0.0100 0.002
C -0.720861 -3.222171 2.038601 -0.0035 0.0514 0.0027 0.000
C -0.161066 -2.080817 1.484554 -0.0356 -0.0326 -0.0103 0.002
H 2.204847 0.687601 -3.023836 0.0992 -0.1160 0.0962 0.002
H 4.314979 0.345959 -0.675938 0.0561 0.0467 0.0272 0.001
H 5.310133 0.483061 1.268756 -0.0103 0.0074 0.0176 0.000
H 5.428687 0.431169 3.725180 -0.0198 0.0011 -0.0088 0.000
H 3.329461 0.429471 5.052545 -0.0201 0.0031 -0.0161 0.000
H 1.161326 0.492300 3.901298 0.0070 0.0055 -0.0110 0.000
H 1.344230 2.992753 2.653632 -0.0426 0.0107 -0.0089 0.000
H 0.253731 5.075727 3.364634 0.0062 -0.0091 -0.0067 0.000
H -2.172840 5.394804 3.020153 0.0021 -0.0222 -0.0127 0.000
H -3.508518 3.603393 1.949957 0.0114 -0.0091 0.0035 0.000
H -2.431355 1.524339 1.218646 0.0363 -0.0170 0.0508 0.000
H -1.691613 0.251981 3.423738 0.0095 0.0272 -0.0264 0.000
H -2.686783 -1.775312 4.387084 0.0179 0.0100 -0.0220 0.000
H -2.076709 -4.002455 3.509241 0.0139 0.0183 -0.0115 0.000
H -0.447027 -4.196027 1.652298 0.0011 0.0211 0.0040 0.000
H 0.539567 -2.171637 0.663483 0.0001 0.0167 -0.0234 0.001
I -5.837111 -0.635908 -0.582759 -0.1968 -0.1161 0.0424 0.001
C -4.117117 0.405161 -0.952139 0.2172 0.0293 -0.0108 0.001
C -3.984520 1.756924 -1.174763 0.0367 0.1028 -0.0183 0.004
N -2.674432 1.987591 -1.373520 0.1081 0.0314 -0.0667 0.005
N -1.946077 0.865636 -1.285987 -0.0779 -0.1261 0.0383 0.045
C -2.813122 -0.108014 -1.034188 0.1105 -0.0104 0.0012 0.005
H -4.714430 2.549386 -1.210218 0.0180 -0.0429 -0.0027 0.001
H -2.200676 2.865490 -1.514817 -0.0334 0.0090 0.0049 0.000
H -2.455767 -1.121987 -0.924972 -0.0505 0.0472 -0.0077 0.000
C -0.125226 2.086605 -4.516433 -0.0185 0.0117 0.0077 0.003
C 0.191153 2.988261 -3.374327 -0.0516 -0.1747 -0.0540 0.005
N 0.329599 2.609075 -2.120224 0.1696 0.0923 0.5469 0.033
C 0.639021 3.749507 -1.383213 -0.0432 -0.1694 -0.1014 0.003
C 0.678038 4.817005 -2.214814 -0.0475 -0.0400 -0.1833 0.001
N 0.391623 4.316639 -3.470739 0.0493 0.1401 0.0442 0.001
H -0.406927 1.105280 -4.134065 0.0198 0.0055 -0.0093 0.002
H 0.735956 1.968783 -5.176445 0.0002 0.0067 0.0067 0.000
H -0.953594 2.472044 -5.111579 0.0139 0.0113 0.0081 0.000
H 0.809293 3.718560 -0.317429 -0.0239 -0.0471 -0.0849 0.000
H 0.876626 5.859588 -2.039824 -0.0009 -0.0273 -0.0130 0.000
H 0.363919 4.843527 -4.328188 -0.0032 0.0164 0.0275 0.000
N 0.035683 -9.213810 -2.006724 -0.0004 0.0074 0.0070 0.003
C 0.079465 -8.066094 -2.020091 0.0118 0.4144 -0.0200 0.001
C 0.133688 -6.616554 -2.034182 -0.0169 -0.4418 0.0106 0.005
C -1.042347 -5.878217 -1.954054 -0.0782 0.0949 0.0054 -0.001
C -0.986085 -4.495192 -1.958308 -0.1482 -0.0855 0.0027 0.006
C 0.238984 -3.833279 -2.039508 0.0485 0.3845 0.0374 0.002
C 1.410470 -4.585816 -2.125538 0.1204 -0.0948 -0.0118 0.006
C 1.361316 -5.969259 -2.124331 0.0952 0.0984 -0.0107 -0.001
C 0.297169 -2.390530 -1.995286 -0.0704 -0.5505 -0.1350 0.044
C 0.338419 -1.178590 -1.908238 0.1695 0.2828 0.0289 0.035
H -1.992594 -6.391101 -1.891812 0.0028 0.0188 0.0040 0.000
H -1.898849 -3.916567 -1.899459 0.0104 -0.0152 -0.0006 0.000
H 2.361816 -4.074924 -2.193201 -0.0095 -0.0187 0.0028 0.000
H 2.269944 -6.552052 -2.191785 -0.0036 0.0156 0.0030 0.000
```
Forces are in eV/Å.

Output
LUMO energy (alpha / beta): -0.095 / -0.096 Eh
total charge: +1
energy relative to the best compared isomer or geometry (same formula, charge and spin): 0.0260 eV
multiplicity: 4
electronic energy: -102762.9597 eV
HOMO (alpha / beta): -10.53 / -10.64 eV
⟨S²⟩: 3.76
orbital gap (alpha / beta): 7.93 / 8.01 eV

***

Entry 2:
The following is a quantum chemistry calculation of a 7-piece molecular cluster, C39H56N6O7S overall, from the OMol25 dataset.

```
109
Properties=species:S:1:pos:R:3:forces:R:3:lowdin_charge:R:1
C 2.121285 -4.016510 2.742032 0.1562 -0.2142 -0.9206 -0.082
C 1.161347 -4.827389 1.639967 1.4462 -0.8128 1.9296 -0.215
O 0.740327 -3.985046 0.507491 -3.1434 -1.5103 0.6155 -0.114
C -0.586964 -4.361902 -0.005052 0.4295 -2.8458 -6.6060 -0.248
O -0.621624 -4.845891 -1.272700 0.1721 3.3576 8.1035 -0.024
C -2.006005 -4.307244 0.814117 0.9836 0.4393 0.9690 -0.105
C -2.971211 -3.022951 0.422975 -0.3737 -0.6182 0.9181 -0.164
C -2.291376 -1.684602 1.074846 -1.3029 0.0630 0.3099 -0.160
C -2.094753 -0.422035 0.052875 1.3318 0.6075 0.3220 -0.235
C -1.624917 -0.810520 -1.466984 -1.4322 1.4303 -0.7974 -0.208
O -0.359794 -1.554455 -1.563692 0.4713 2.2887 1.5127 -0.276
S 0.971590 -0.567186 -1.037424 5.1487 -0.8621 -3.1931 0.862
O 1.110056 0.708054 -1.904956 -1.4282 -3.9931 3.1856 -0.360
O 2.226485 -1.515163 -1.150876 -5.4646 3.5305 0.8649 -0.341
C 0.564495 -0.132220 0.765269 -0.0870 0.4096 0.8426 -0.297
C 1.706583 0.880495 1.447489 -0.7188 -0.7006 0.0492 -0.109
C 3.078618 0.069403 1.841653 -0.9283 0.7512 0.8025 -0.162
O 3.988642 0.145191 0.687053 2.1736 -2.9131 1.6778 -0.101
C 5.036406 -0.886554 0.730805 0.3012 -5.0977 0.5726 -0.243
O 4.867433 -2.186042 0.990318 0.1235 8.1265 -1.1307 -0.029
C 6.596759 -0.406475 0.399177 -1.1075 0.7550 -0.8153 -0.136
C 7.438238 -1.501472 -0.487103 -0.0230 -0.0321 -0.2207 -0.128
C -0.925362 0.550608 0.745233 0.0216 -0.2219 0.1977 -0.142
H 2.385329 -4.748571 3.625419 -0.7304 1.3967 -1.7538 0.088
H 1.585855 -3.054442 3.173662 1.1841 -1.9956 -0.9667 0.051
H 3.144854 -3.752783 2.202919 -2.2664 -0.2220 1.1686 0.080
H 1.846531 -5.721334 1.251343 -1.7032 1.9097 0.5458 0.144
H 0.281798 -5.285044 2.262126 1.3175 0.9033 -1.4795 0.119
H -2.522786 -5.351820 0.692673 1.0613 2.1398 0.0249 0.134
H -1.722582 -4.147937 1.962815 -0.7480 -0.4803 -2.3917 0.117
H -4.001719 -3.220131 0.992331 2.2520 0.3483 -1.3079 0.125
H -3.242108 -2.950995 -0.712316 0.8543 -0.2166 2.1467 0.111
H -1.320591 -2.027833 1.639711 -1.6729 1.0100 -1.3762 0.095
H -3.038801 -1.310390 1.927267 1.7455 -0.6960 -1.7903 0.129
H -3.060196 0.273571 -0.017525 1.9118 -1.8017 0.0796 0.150
H -1.490373 0.195931 -2.094416 -0.2821 -1.9639 1.4418 0.139
H -2.473521 -1.412403 -2.051962 2.0685 0.9453 1.4899 0.122
H 0.648013 -1.135790 1.361115 -0.4286 1.6879 -1.4124 0.121
H 1.860096 1.807316 0.749785 0.0351 -1.8445 1.3446 0.136
H 1.210004 1.252775 2.462750 0.9660 -0.8441 -2.1633 0.126
H 3.576730 0.654338 2.749407 -0.9297 -1.2215 -1.9106 0.124
H 2.850050 -1.040589 2.192954 0.4998 2.2745 -1.0416 0.132
H 7.129816 -0.156796 1.415583 -1.2442 -0.5543 -1.9232 0.119
H 6.505976 0.589300 -0.247995 0.2316 -2.0350 1.6191 0.120
H 7.405943 -1.139001 -1.609474 0.2519 -0.7849 2.3125 0.079
H 7.003722 -2.591578 -0.466458 0.6647 2.3024 0.2348 0.083
H 8.550306 -1.555389 -0.099953 -2.2562 0.2244 -0.9098 0.081
H -1.246213 0.712271 1.875352 0.7492 -0.1726 -2.3204 0.132
H -0.814248 1.587563 0.182669 -0.3750 -2.1539 1.1877 0.139
C -7.465966 0.835059 -0.592714 0.1669 -0.3283 -0.2115 -0.111
C -7.416146 2.199755 -0.220741 0.2217 0.3657 -0.0249 -0.108
C -6.256555 2.725941 -0.744583 -0.0119 0.0825 0.2136 -0.154
N -5.602697 1.725416 -1.415495 0.0600 -0.0547 0.1623 -0.022
C -6.335455 0.570085 -1.332940 -0.0520 -0.1780 0.0438 -0.145
H -8.243219 0.122736 -0.348169 0.1416 0.1103 -0.0665 0.092
H -8.147737 2.740624 0.365534 0.1389 -0.0746 -0.1162 0.093
H -5.841188 3.723694 -0.696364 -0.1171 -0.1621 -0.0144 0.109
H -4.718366 1.824481 -1.896928 -0.3237 -0.0116 0.1420 0.140
H -5.989857 -0.339632 -1.805369 -0.0917 0.1217 0.0733 0.105
C 4.492534 2.074914 -2.866418 0.1283 -0.3999 -0.1678 -0.104
C 4.542353 3.439610 -2.494445 0.2308 0.3269 -0.0263 -0.113
C 5.701945 3.965797 -3.018287 -0.0119 0.0956 0.0805 -0.150
N 6.355802 2.965271 -3.689199 0.0820 0.0758 -0.0525 -0.009
C 5.623045 1.809941 -3.606644 -0.0735 -0.1023 0.0934 -0.144
H 3.715280 1.362591 -2.621873 0.0853 0.0892 -0.0333 0.084
H 3.810763 3.980480 -1.908170 0.1246 -0.0847 -0.1109 0.090
H 6.117312 4.963549 -2.970068 -0.0923 -0.1638 0.0081 0.101
H 7.240133 3.064337 -4.170632 -0.3827 -0.0319 0.1869 0.145
H 5.968642 0.900223 -4.079073 -0.1027 0.1339 0.0884 0.105
C -1.687203 -0.895235 4.915071 -0.2525 0.2928 0.1688 -0.115
C -0.406732 -1.347956 4.516728 0.3599 0.0831 -0.0656 -0.122
C 0.515728 -0.446675 4.999112 0.0876 0.0050 -0.1009 -0.145
N -0.163641 0.536437 5.670418 -0.0079 -0.0481 -0.0283 0.011
C -1.507127 0.268333 5.629132 -0.0854 0.0108 -0.0520 -0.133
H -2.637987 -1.367643 4.704903 0.1471 0.0844 0.0656 0.092
H -0.181701 -2.236179 3.940616 -0.0510 0.1263 0.1442 0.067
H 1.594428 -0.420135 4.921215 -0.1520 -0.0704 0.0162 0.099
H 0.260245 1.334311 6.125775 -0.1510 -0.3219 -0.1416 0.148
H -2.218203 0.927541 6.108745 0.0986 -0.1437 -0.0964 0.109
C 4.012797 1.994639 5.450514 -0.1743 0.2969 0.2208 -0.124
C 5.293268 1.541917 5.052171 0.4149 0.0296 -0.0191 -0.118
C 6.215728 2.443198 5.534555 0.0074 -0.0424 -0.0720 -0.133
N 5.536359 3.426311 6.205861 -0.0590 -0.0854 0.0050 0.002
C 4.192873 3.158206 6.164575 -0.0778 0.0400 -0.0147 -0.140
H 3.062013 1.522231 5.240346 0.1291 0.0873 0.0333 0.066
H 5.518299 0.653695 4.476059 -0.0011 0.1338 0.1090 0.088
H 7.294428 2.469738 5.456658 -0.2043 -0.0362 -0.0148 0.108
H 5.960245 4.224185 6.661218 -0.1707 -0.3234 -0.1752 0.150
H 3.481797 3.817414 6.644188 0.1057 -0.1237 -0.1012 0.105
C -3.908952 -4.199205 -5.490625 0.2570 -0.0933 0.2926 -0.115
C -4.472840 -3.112696 -6.201097 -0.0308 0.4126 -0.0689 -0.120
C -3.887893 -1.961611 -5.722793 -0.1362 0.0668 -0.0688 -0.148
N -2.994373 -2.315158 -4.745383 -0.0377 -0.0100 0.0064 -0.001
C -2.996403 -3.678100 -4.600736 -0.0101 -0.1496 0.0989 -0.133
H -4.142343 -5.248616 -5.615507 0.0699 0.1786 0.0340 0.091
H -5.224203 -3.164430 -6.978438 0.1375 0.0330 0.1232 0.089
H -4.031570 -0.923875 -5.992658 0.0096 -0.1855 0.0124 0.102
H -2.422395 -1.671106 -4.214657 -0.1049 -0.2838 -0.3073 0.124
H -2.351221 -4.159062 -3.877805 -0.0676 0.0411 -0.0995 0.107
C -4.749808 4.663145 -3.652849 -0.2019 -0.3396 0.1516 -0.119
C -4.695015 5.562482 -4.744375 -0.1255 0.1597 -0.3881 -0.115
C -5.663823 5.176376 -5.643413 0.0750 0.0596 -0.0211 -0.141
N -6.297980 4.072813 -5.134789 0.0609 0.0590 0.0427 0.005
C -5.750999 3.755871 -3.918690 -0.0579 -0.1369 -0.0594 -0.146
H -4.127074 4.676593 -2.767778 -0.0873 0.0182 -0.1178 0.087
H -4.021799 6.401833 -4.861648 -0.1295 -0.1462 0.0025 0.092
H -5.954568 5.590560 -6.599595 0.0872 -0.0463 0.1776 0.106
H -7.052163 3.571460 -5.585883 0.2923 0.1993 0.2046 0.150
H -6.118961 2.913190 -3.348860 0.0099 0.2660 -0.2026 0.084
```
Forces are in eV/Å.

Output
LUMO energy: 0.011 Eh
SMILES: CCOC(=O)CCC[C@@H]1COS(=O)(=O)[C@@H](CCOC(=O)CC)C1.c1cc[nH]c1.c1cc[nH]c1.c1cc[nH]c1.c1cc[nH]c1.c1cc[nH]c1.c1cc[nH]c1
energy relative to the best compared isomer or geometry (same formula, charge and spin): 10.1540 eV
multiplicity: 1
electronic energy: -75448.3876 eV
HOMO: -7.93 eV
orbital gap: 8.24 eV